[1]
Density functional theory data (ωB97M-V/def2-TZVPD) for a cluster of 4 separate species, C3H11O2S in total at a distorted geometry.

Cartesian coordinates (Å):
C: -1.285 0.301 -1.278
C: -0.431 -0.544 -0.314
C: -1.167 -1.001 0.948
S: -1.719 0.467 1.853
H: -0.872 0.176 -2.251
H: -1.526 1.323 -0.785
H: -2.456 -0.052 -1.411
H: 0.323 -1.243 -0.652
H: 0.268 0.324 0.125
H: -0.716 -1.669 1.738
H: -2.048 -1.415 0.474
H: 0.708 1.168 0.058
H: 2.968 1.035 -1.337
O: 2.425 0.321 -1.059
H: 1.396 0.626 1.881
H: 2.054 0.129 0.477
O: 2.079 0.054 1.533

HOMO-LUMO gap, eV: 5.9
Net charge: -1

[2]
Density functional theory data (ωB97M-V/def2-TZVPD) for a cluster of 4 separate species, C15H37N2O8 in total at a distorted geometry.

Cartesian coordinates (Å):
O: 0.334 0.428 -0.684
H: -0.006 0.118 0.159
H: -0.038 1.278 -0.930
H: 1.291 0.498 -0.655
C: 0.712 3.746 -2.205
O: -0.226 2.719 -1.706
C: -1.623 3.157 -1.927
C: -2.520 2.307 -1.018
N: -1.886 1.784 0.238
C: -2.549 0.780 0.973
C: -1.799 -0.007 2.032
O: -0.601 -0.486 1.463
C: 0.244 -1.121 2.422
H: 1.729 3.535 -1.874
H: 0.408 4.789 -2.117
H: 0.797 3.507 -3.265
H: -1.941 2.918 -2.942
H: -1.733 4.235 -1.806
H: -2.737 1.392 -1.569
H: -3.481 2.745 -0.747
H: -2.061 2.594 0.816
H: -3.025 0.151 0.221
H: -3.399 1.038 1.605
H: -2.427 -0.747 2.530
H: -1.471 0.713 2.781
H: -0.383 -1.840 2.949
H: 0.728 -0.396 3.076
H: 1.173 -1.509 2.005
C: 1.206 3.127 1.926
O: 1.625 1.885 1.304
C: 2.979 1.789 0.838
C: 3.399 0.380 0.263
N: 2.890 0.038 -1.039
C: 3.233 -1.293 -1.576
C: 2.500 -2.407 -0.882
O: 3.508 -2.771 0.056
C: 3.242 -4.036 0.662
H: 1.227 3.939 1.199
H: 1.976 3.465 2.619
H: 0.238 3.175 2.425
H: 3.806 2.126 1.463
H: 3.049 2.432 -0.039
H: 3.091 -0.417 0.940
H: 4.484 0.291 0.208
H: 3.182 0.625 -1.807
H: 4.292 -1.517 -1.703
H: 2.832 -1.424 -2.582
H: 2.386 -3.248 -1.567
H: 1.534 -2.180 -0.432
H: 2.951 -4.690 -0.160
H: 2.555 -4.074 1.507
H: 4.172 -4.501 0.989
C: -4.812 -2.732 -0.961
C: -4.286 -3.494 0.248
O: -2.926 -3.151 0.335
C: -2.624 -2.424 -0.671
O: -1.446 -2.064 -1.021
O: -3.749 -1.921 -1.187
H: -5.678 -2.108 -0.743
H: -4.967 -3.403 -1.806
H: -4.614 -4.531 0.181
H: -4.764 -3.212 1.186

HOMO-LUMO gap (spin up / spin down), eV: 10.0 / 3.3
Multiplicity: 2
Net charge: +2

[3]
Density functional theory data (ωB97M-V/def2-TZVPD) for a cluster of 2 separate species, C20H20O6P2S3 in total at a distorted geometry.

Cartesian coordinates (Å):
C: 5.274 -4.190 0.345
C: 4.168 -3.063 0.106
C: 3.069 -3.351 -0.969
C: 1.975 -2.272 -1.184
C: 2.034 -0.956 -0.310
C: 3.111 -0.680 0.766
P: 2.966 0.924 1.744
S: 1.328 0.739 2.832
C: 4.221 -1.759 0.974
S: 5.503 -1.397 2.255
C: 0.876 0.115 -0.606
O: 1.108 1.350 -0.741
C: -0.578 -0.545 -0.768
C: -0.643 -1.867 -1.636
C: -1.983 -2.602 -1.867
C: -3.248 -1.978 -1.199
C: -3.183 -0.665 -0.325
P: -4.840 -0.106 0.436
C: -5.621 1.186 -0.731
O: -5.836 -1.516 0.545
C: -1.831 0.095 -0.086
C: -1.796 1.399 0.827
C: -1.490 2.775 0.049
C: -1.782 2.747 -1.527
S: -0.983 4.295 -2.246
C: 0.752 -2.420 -2.220
O: 0.875 -2.900 -3.387
H: 5.596 -4.296 1.447
H: 6.189 -4.037 -0.347
H: 4.804 -5.189 0.003
H: 3.058 -4.311 -1.588
H: 4.064 1.127 2.636
H: 2.775 2.090 0.930
H: 6.783 -1.502 1.695
H: -2.067 -3.564 -2.471
H: -4.245 -2.535 -1.334
H: -4.870 1.431 -1.573
H: -6.617 0.859 -1.187
H: -5.722 2.168 -0.131
H: -6.036 -1.888 -0.343
H: -2.800 1.538 1.382
H: -0.994 1.311 1.656
H: -2.125 3.615 0.525
H: -0.399 3.056 0.305
H: -2.905 2.871 -1.674
H: -1.314 1.876 -2.090
H: -0.109 4.816 -1.279
C: 0.921 4.287 3.096
O: 2.099 3.893 3.201
O: -0.074 3.541 2.820
O: 0.545 5.489 3.244

HOMO-LUMO gap, eV: 1.9
Net charge: -2

[4]
Density functional theory data (ωB97M-V/def2-TZVPD) for a cluster of 2 separate species, H4O2 in total at a distorted geometry.

Cartesian coordinates (Å):
H: 0.992 -0.181 0.813
H: 1.622 0.748 -0.133
H: -1.925 0.430 -0.313
H: -0.903 -0.760 -0.509
O: 1.474 -0.155 -0.007
O: -1.260 -0.081 0.149

HOMO-LUMO gap, eV: 12.0
Structure (SMILES): O.O

[5]
Density functional theory data (ωB97M-V/def2-TZVPD) for a cluster of 2 separate species, C4H14N2O2 in total at a distorted geometry.

Cartesian coordinates (Å):
C: 0.294 -0.482 1.014
C: 1.633 -1.085 0.463
C: 1.891 -2.488 0.864
O: 1.627 -1.075 -0.970
N: -0.195 0.816 0.497
C: -1.700 1.065 0.644
N: -2.329 2.290 0.107
H: -0.469 -1.269 0.734
H: 0.359 -0.386 2.124
H: 2.429 -0.417 0.683
H: 2.900 -2.777 0.509
H: 1.211 -3.272 0.592
H: 2.118 -2.461 1.953
H: 2.085 -0.278 -1.272
H: 0.409 1.640 0.843
H: -2.287 0.213 0.247
H: -1.939 1.077 1.781
H: -1.796 3.073 0.479
H: -2.376 2.353 -0.888
H: -0.369 0.761 -2.795
H: -0.784 0.770 -1.345
O: -1.193 0.722 -2.252

HOMO-LUMO gap, eV: 9.8
Structure (SMILES): C[C@@H](O)CNCN.O

[6]
Density functional theory data (ωB97M-V/def2-TZVPD) for a structure of composition C37H28CsN4OPSe at a distorted geometry.

Cartesian coordinates (Å):
Cs: 0.570 1.868 -0.957
C: 2.463 0.100 -3.155
C: 2.097 -1.226 -2.555
N: 1.047 -1.918 -2.849
N: 0.101 -1.540 -3.682
C: -0.556 -0.403 -3.591
O: -0.472 0.456 -2.675
C: -1.643 -0.251 -4.604
C: -2.104 1.022 -4.925
C: -3.179 1.191 -5.778
C: -3.819 0.083 -6.310
C: -3.355 -1.189 -6.013
C: -2.274 -1.355 -5.168
C: 2.982 -1.808 -1.560
C: 2.959 -3.184 -1.270
C: 3.777 -3.682 -0.281
C: 4.606 -2.807 0.416
C: 4.571 -1.471 0.053
N: 3.806 -0.981 -0.903
H: 1.821 0.896 -2.774
H: 2.317 0.065 -4.236
H: 3.494 0.349 -2.925
H: -1.597 1.875 -4.495
H: -3.536 2.183 -6.024
H: -4.677 0.205 -6.961
H: -3.851 -2.057 -6.432
H: -1.895 -2.334 -4.922
H: 2.292 -3.819 -1.830
H: 3.770 -4.740 -0.043
H: 5.259 -3.157 1.205
H: 5.206 -0.747 0.552
C: -5.550 0.526 2.701
C: -4.795 -0.625 2.548
C: -3.449 -0.547 2.233
C: -2.827 0.683 2.051
C: -3.607 1.826 2.202
C: -4.947 1.761 2.534
P: -0.975 1.111 1.732
C: -0.526 -0.587 1.227
C: -1.204 -1.154 0.151
C: -0.878 -2.411 -0.314
C: 0.133 -3.132 0.301
C: 0.818 -2.579 1.368
C: 0.498 -1.313 1.823
C: -0.666 1.187 3.541
C: -1.315 1.052 4.739
C: -0.566 1.272 5.913
C: 0.762 1.623 5.898
C: 1.449 1.777 4.675
C: 2.796 2.123 4.447
C: 3.267 2.161 3.155
C: 2.470 1.874 2.026
C: 1.133 1.565 2.178
C: 0.695 1.532 3.520
H: -6.604 0.460 2.945
H: -5.261 -1.594 2.686
H: -2.869 -1.456 2.137
H: -3.121 2.788 2.067
H: -5.525 2.668 2.666
H: -1.993 -0.592 -0.332
H: -1.406 -2.831 -1.158
H: 0.385 -4.123 -0.052
H: 1.611 -3.140 1.847
H: 1.050 -0.886 2.648
H: -2.361 0.786 4.810
H: -1.067 1.152 6.868
H: 1.293 1.770 6.831
H: 3.444 2.370 5.281
H: 4.305 2.431 2.989
H: 2.948 1.914 1.049
Se: 3.545 4.227 -2.713
C: 4.155 5.833 -3.123
N: 4.575 6.873 -3.406

HOMO-LUMO gap, eV: 6.0
Net charge: -2

Number 1: DFT total energy -18214.9549 eV. Number 2: DFT total energy -35492.4990 eV. Number 3: DFT total energy -84421.1681 eV. Number 4: DFT total energy -4159.6949 eV. Number 5: DFT total energy -11449.1775 eV. Number 6: DFT total energy -122014.3715 eV.